No. 1
Density functional theory data (ωB97M-V with the def2-TZVPD basis set) for a 2-piece molecular cluster, C4H11N3 overall.

The geometry in XYZ format:
```
18
Properties=species:S:1:pos:R:3:forces:R:3
N -0.423 -1.862 2.048 0.08 0.08 -0.14
N 1.780 1.622 -1.798 -0.09 -0.10 0.36
N -2.865 0.319 0.233 -0.10 0.02 0.11
C 2.652 1.162 -2.575 0.05 0.14 -0.19
C 1.603 0.940 -0.514 0.17 0.11 -0.56
C -1.827 -0.635 0.498 0.02 -0.01 -0.33
C -1.465 -0.945 1.728 0.06 -0.12 0.60
H -1.318 -1.109 -0.338 0.05 -0.02 -0.01
H 0.070 -1.510 2.876 -0.03 -0.11 -0.03
H 1.837 1.647 0.281 -0.09 -0.05 0.11
H -3.639 -0.111 -0.257 0.03 0.01 -0.04
H 0.565 0.637 -0.410 -0.07 0.04 0.16
H -1.983 -0.460 2.551 -0.02 0.14 -0.13
H 3.273 0.289 -2.345 -0.01 -0.05 0.05
H 2.817 1.661 -3.529 0.02 -0.06 -0.04
H 2.243 0.055 -0.431 -0.02 -0.04 0.15
H -2.506 1.066 -0.349 -0.06 0.00 -0.05
H -0.814 -2.766 2.330 -0.02 0.02 -0.02
```
Positions in Å, forces in eV/Å.

The value obtained for the LUMO energy (alpha / beta) is 3.52 / 3.35 eV. As for the electronic energy: -323.15223 Eh. The value obtained for the energy above the lowest of the compared OMol25 structures with the same formula, charge and spin is 47.3 kcal/mol. Its multiplicity is 2. The calculation puts the strongest force on any atom at 0.6 eV/Å. Its net charge is -1. The HOMO energy (alpha / beta) comes out at 1.45 / -5.17 eV.



No. 2
Density functional theory data (ωB97M-V with the def2-TZVPD basis set) for a 2-piece molecular cluster, C4H11N3 overall in a non-equilibrium geometry.

The geometry in XYZ format:
```
18
Properties=species:S:1:pos:R:3:forces:R:3
N 1.294 -0.419 -0.926 0.40 1.01 -0.75
N 2.667 -0.738 -0.780 -0.01 -0.34 0.46
N 1.528 1.818 -0.036 -0.43 -0.88 -0.93
C -1.254 -0.459 0.790 2.00 -0.48 0.35
C -2.300 -0.584 -0.273 0.19 -0.02 -0.50
C 0.950 0.946 -0.776 0.21 -0.04 0.33
C -1.415 0.296 1.882 0.42 -0.42 -0.36
H 3.251 0.096 -0.884 -0.27 -0.26 -0.06
H -2.262 0.967 2.003 -0.13 -0.32 0.04
H -0.207 -0.981 0.549 -2.75 0.89 1.08
H -1.868 -1.077 -1.151 -0.23 0.06 0.00
H 0.065 1.210 -1.373 0.22 0.02 0.38
H 2.819 -1.124 0.154 -0.02 0.22 -0.33
H -2.671 0.397 -0.587 -0.08 -0.13 0.07
H -3.146 -1.191 0.064 0.11 0.10 -0.06
H 2.330 1.389 0.430 -0.03 0.10 0.13
H -0.685 0.295 2.688 0.04 0.17 -0.25
H 0.904 -0.840 -1.774 0.36 0.32 0.41
```
Positions in Å, forces in eV/Å.

The value obtained for the LUMO energy is 0.92 eV. As for the electronic energy: -323.18497 Eh. The value obtained for the energy above the lowest of the compared OMol25 structures with the same formula, charge and spin is 76.3 kcal/mol. Its SMILES is [H]/N=C\NN.C=CC. The calculation puts the strongest force on any atom at 3.1 eV/Å. Its net charge is 0. The HOMO energy comes out at -9.25 eV.



No. 3
Density functional theory data (ωB97M-V with the def2-TZVPD basis set) for one molecule with the formula C4H11N3 in a non-equilibrium geometry.

The geometry in XYZ format:
```
18
Properties=species:S:1:pos:R:3:forces:R:3
N -1.062 -0.978 2.112 0.21 0.74 1.76
N 1.351 0.323 -0.273 3.10 -1.24 -0.07
N 2.295 1.127 -2.287 1.32 0.29 -0.70
C 2.424 0.484 -1.193 -1.19 -0.29 0.11
C -1.063 -0.469 -0.334 -0.76 0.07 0.10
C -1.832 -0.533 0.984 -2.18 0.36 -1.15
C -0.042 0.713 -0.400 0.73 -1.25 -2.84
H -0.706 -1.483 -0.558 0.86 0.49 0.19
H -0.715 -0.158 2.685 -0.64 -1.50 -0.79
H -1.690 -1.555 2.695 0.87 0.67 -0.10
H -1.861 -0.386 -1.088 0.31 0.62 -0.08
H -2.347 0.477 1.085 0.59 -0.93 0.32
H 1.674 -0.183 0.575 -0.91 0.60 -1.00
H -2.711 -1.255 0.845 1.21 0.82 0.11
H 3.366 -0.060 -0.926 -0.86 0.50 0.29
H -0.133 1.468 0.300 -1.22 1.28 1.94
H -0.143 1.283 -1.362 0.24 -0.83 0.61
H 3.196 1.185 -2.861 -1.67 -0.40 1.32
```
Positions in Å, forces in eV/Å.

The value obtained for the LUMO energy is 0.97 eV. As for the electronic energy: -323.23330 Eh. The value obtained for the energy above the lowest of the compared OMol25 structures with the same formula, charge and spin is 46.0 kcal/mol. Its SMILES is [H]/N=C/NCCCN. The calculation puts the strongest force on any atom at 3.3 eV/Å. Its net charge is 0. The HOMO energy comes out at -8.57 eV.